Formula: C5H10FNO
Source: the Open Molecules 2025 dataset
Level of theory: ωB97M-V with the def2-TZVPD basis set

Element x y z (Å)
1 C -1.214 0.923 0.751
2 C -0.626 -0.354 0.160
3 C 0.751 -0.345 -0.437
4 C 1.976 -0.240 0.478
5 C -1.251 -1.650 0.353
6 H -1.686 2.814 -0.083
7 H -1.826 1.569 -1.100
8 H -2.203 0.603 1.278
9 H -0.552 1.281 1.586
10 H 0.703 0.558 -1.083
11 H 0.801 -1.215 -1.133
12 H 2.309 -1.171 0.922
13 H 1.713 0.451 1.339
14 H -2.067 -1.828 1.013
15 H -0.694 -2.535 0.077
16 N -1.221 1.926 -0.325
17 O -1.579 -0.890 -0.773
18 F 2.985 0.344 -0.245

## Properties
SMILES: NC[C@@]1(CCF)CO1
ΔE to the lowest compared entry with this formula, charge and spin: 1.2800 eV

***

Formula: H3N5
Source: the Open Molecules 2025 dataset
Level of theory: ωB97M-V with the def2-TZVPD basis set

Element x y z (Å)
1 N 0.498 0.790 1.060
2 N 1.251 -0.059 0.529
3 N -0.752 0.755 0.750
4 N 0.638 -0.676 -0.557
5 N -0.715 -0.507 -0.628
6 H -1.004 1.725 0.497
7 H 1.306 -0.748 -1.379
8 H -1.224 -1.280 -0.273

## Properties
ΔE to the lowest compared entry with this formula, charge and spin: 0.7133 eV

***

Formula: C29H22Br2CuF9N3O3Sb2
Source: the Open Molecules 2025 dataset
Level of theory: ωB97M-V with the def2-TZVPD basis set

Element x y z (Å)
1 Cu 0.792 0.933 1.226
2 C -0.238 1.801 5.501
3 O 0.533 0.955 4.622
4 C -0.035 0.343 3.619
5 O 0.679 -0.232 2.778
6 N -1.384 0.304 3.553
7 N -1.954 -0.297 2.404
8 H 0.484 2.194 6.213
9 H -0.993 1.208 6.023
10 H -0.673 2.617 4.923
11 H -1.900 1.104 3.902
12 H -2.593 0.373 1.978
13 H -2.461 -1.136 2.690
14 Br -0.892 4.055 -2.360
15 C 0.827 3.365 -2.113
16 C 1.841 3.697 -3.028
17 C 3.092 3.175 -2.879
18 Br 4.422 3.618 -4.139
19 C 3.391 2.309 -1.796
20 C 4.660 1.723 -1.584
21 C 4.859 0.903 -0.512
22 C 3.785 0.660 0.356
23 N 2.594 1.179 0.187
24 C 2.370 2.002 -0.871
25 C 1.054 2.541 -1.032
26 O 0.102 2.149 -0.154
27 H 1.617 4.358 -3.850
28 H 5.460 1.935 -2.279
29 H 5.816 0.444 -0.320
30 H 3.916 0.022 1.218
31 F 2.548 -5.909 0.725
32 C 1.796 -4.805 0.675
33 C 0.555 -4.867 0.076
34 C -0.216 -3.716 0.034
35 C 0.239 -2.527 0.599
36 C 1.513 -2.490 1.161
37 C 2.296 -3.631 1.208
38 Sb -1.003 -0.862 0.080
39 C -2.863 -1.814 -0.183
40 C -3.731 -1.358 -1.174
41 C -4.969 -1.947 -1.360
42 C -5.336 -2.990 -0.532
43 F -6.535 -3.559 -0.704
44 C -4.509 -3.467 0.471
45 C -3.266 -2.873 0.629
46 C -0.146 -0.385 -1.766
47 C 1.120 -0.878 -2.072
48 C 1.737 -0.531 -3.263
49 C 1.059 0.301 -4.134
50 F 1.652 0.652 -5.280
51 C -0.205 0.797 -3.861
52 C -0.798 0.464 -2.659
53 H 0.208 -5.792 -0.354
54 H -1.170 -3.769 -0.470
55 H 1.924 -1.581 1.561
56 H 3.281 -3.622 1.646
57 H -3.456 -0.522 -1.804
58 H -5.649 -1.607 -2.124
59 H -4.837 -4.283 1.094
60 H -2.607 -3.273 1.391
61 H 1.645 -1.530 -1.385
62 H 2.720 -0.890 -3.522
63 H -0.687 1.453 -4.568
64 H -1.749 0.908 -2.402
65 F -0.008 2.674 2.324
66 Sb -1.191 3.454 0.979
67 F -2.406 2.359 2.021
68 F -1.600 4.817 2.214
69 F -2.701 3.860 -0.059
70 F 0.239 4.631 0.484
71 F -2.065 0.808 0.029

## Properties
ΔE to the lowest compared entry with this formula, charge and spin: 1.7354 eV
Charge: +1

***

Formula: C4H3N3O
Source: the Open Molecules 2025 dataset
Level of theory: ωB97M-V with the def2-TZVPD basis set

Element x y z (Å)
1 C 0.464 0.014 -0.290
2 C -0.736 0.010 0.554
3 C -1.851 -0.858 -0.169
4 C -1.069 1.377 0.277
5 H 3.291 -0.378 0.308
6 H 0.292 0.169 -1.316
7 H -0.701 -0.105 1.517
8 N 1.504 -0.411 0.339
9 N -2.657 -1.775 -0.338
10 N -1.080 2.445 -0.447
11 O 2.543 -0.488 -0.435

## Properties
SMILES: N#CC(C#N)/C=N/O
ΔE to the lowest compared entry with this formula, charge and spin: 5.3624 eV